No. 1
82
Properties=species:S:1:pos:R:3:forces:R:3 method="wB97M-V/def2-TZVPD" multiplicity=3 homo_ha="-0.4786 / -0.4786" total_charge=+2 lumo_energy_ev="-6.437 / -5.688" homo_lumo_gap_ev="6.59 / 7.33"
V 1.788874 -0.806052 -0.388945 -0.62 2.34 0.01
C 1.715074 -0.073652 2.837755 -0.01 0.65 0.50
O 1.815874 -1.054852 1.814755 0.15 -0.39 -0.89
C 0.931174 -2.143752 2.047755 -0.52 -0.70 0.01
C 1.237474 -3.219852 1.012155 0.11 -0.37 1.71
O 1.166474 -2.574452 -0.244245 -0.65 -0.86 0.03
C 1.381074 -3.370652 -1.396045 0.33 -0.67 -1.55
C 1.080574 -2.470252 -2.588045 -0.64 -1.04 -0.14
O 1.789974 -1.251852 -2.412645 0.10 -0.15 0.85
C 1.603674 -0.363252 -3.502445 0.12 0.92 -0.83
H 0.674574 0.230348 2.980255 0.10 -0.03 -0.07
H 2.311374 0.786648 2.536755 -0.03 -0.09 0.03
H 2.105174 -0.475452 3.779255 -0.02 -0.01 -0.19
H -0.106826 -1.793952 1.928755 0.16 -0.10 0.10
H 1.080574 -2.545952 3.059955 -0.05 0.09 -0.24
H 0.502774 -4.031652 1.078755 0.09 0.22 -0.15
H 2.250274 -3.622652 1.165255 -0.21 0.08 -0.21
H 0.702674 -4.232352 -1.406545 0.10 0.21 0.13
H 2.429474 -3.708452 -1.420445 -0.30 0.08 0.18
H -0.000226 -2.258052 -2.631545 0.36 -0.04 -0.04
H 1.405974 -2.950452 -3.520545 -0.08 0.05 0.23
H 0.554474 -0.049552 -3.580545 0.16 -0.13 0.09
H 1.914274 -0.841352 -4.440545 -0.07 -0.01 0.31
H 2.240074 0.500948 -3.314245 -0.13 -0.07 -0.06
C 7.197874 -2.915852 -1.683945 -0.03 -0.06 0.09
C 6.412674 -3.072952 -0.376345 0.22 -0.16 -0.23
C 5.501774 -1.922252 -0.167945 -0.07 0.36 0.26
N 4.243274 -1.851952 -0.426045 0.43 -1.62 -0.29
N 3.695474 -0.661552 -0.166345 1.39 1.41 0.59
C 4.538474 0.232648 0.318755 0.54 0.11 0.20
N 4.193874 1.461748 0.719555 -0.10 0.11 -0.14
S 6.142974 -0.408752 0.459255 -0.61 -0.08 -0.18
H 7.976874 -3.670052 -1.733545 0.06 -0.06 -0.05
H 7.668174 -1.937552 -1.736445 0.10 0.08 -0.07
H 6.542074 -3.038052 -2.540645 -0.04 0.04 -0.12
H 7.119174 -3.117452 0.455255 -0.13 -0.07 0.06
H 5.843674 -4.001952 -0.399045 -0.08 0.06 0.13
H 3.339474 1.834148 0.313055 0.21 0.04 0.05
H 4.921674 2.117548 0.957555 -0.04 -0.01 0.00
O 1.973374 1.227048 -0.883845 1.05 -0.48 -0.33
C 0.760274 1.361248 -0.586645 -0.65 1.74 -0.31
O 0.205674 0.355748 -0.071345 0.04 -1.02 0.45
C 0.058174 2.660448 -0.845445 0.04 -0.16 0.19
C -0.960726 2.994448 0.229955 -0.48 -0.43 0.12
Ge -2.631626 1.867548 0.380055 -0.70 0.63 -0.18
C -3.948326 2.648248 -0.919945 1.22 -0.65 1.12
C -5.188926 3.111748 -0.532645 -0.34 0.10 -0.02
C -6.059826 3.636848 -1.476345 0.00 -0.05 0.16
C -5.690526 3.674448 -2.808045 -0.23 0.12 -0.15
C -4.451126 3.204548 -3.200545 0.26 -0.06 -0.11
C -3.573126 2.704048 -2.253345 -0.16 0.13 -0.20
C -3.012826 1.989848 2.329655 0.40 -0.21 -1.05
C -2.028926 1.373948 3.098555 -0.08 0.03 0.10
C -2.099026 1.371848 4.479655 0.22 -0.06 -0.04
C -3.148926 2.015648 5.112155 -0.05 0.01 0.16
C -4.123326 2.644748 4.358055 -0.02 0.05 -0.04
C -4.054926 2.634948 2.971155 -0.20 0.07 0.01
C -2.472726 -0.061752 -0.101545 -0.10 0.59 0.35
C -2.680226 -1.030852 0.872155 -0.05 0.23 0.06
C -2.674426 -2.377052 0.549355 0.04 -0.29 0.00
C -2.472326 -2.777852 -0.761945 0.06 -0.06 0.03
C -2.273626 -1.816652 -1.744245 -0.06 -0.10 -0.15
C -2.259526 -0.473752 -1.411545 -0.09 0.11 -0.09
H -0.419026 2.583748 -1.827545 0.08 0.00 -0.08
H 0.830074 3.433048 -0.916145 -0.03 -0.14 -0.14
H -1.316826 4.014548 0.079655 -0.09 -0.05 -0.06
H -0.477226 2.989748 1.207355 0.01 -0.04 0.09
H -5.496226 3.061748 0.500655 -0.06 0.01 0.03
H -7.023126 4.005648 -1.161045 -0.13 0.05 -0.03
H -6.372626 4.073248 -3.544745 -0.04 0.02 -0.04
H -4.157626 3.225448 -4.240045 -0.04 0.06 -0.09
H -2.596426 2.363448 -2.570945 0.08 -0.04 -0.06
H -1.200926 0.890648 2.590055 0.04 -0.07 0.04
H -1.332326 0.875948 5.058055 0.05 -0.01 0.12
H -3.201026 2.033248 6.191755 -0.03 -0.02 0.03
H -4.940926 3.152648 4.844255 -0.08 0.06 0.08
H -4.822626 3.144748 2.407355 -0.02 0.00 0.02
H -2.878026 -0.724552 1.891355 -0.05 -0.07 0.04
H -2.875526 -3.112552 1.315955 -0.01 -0.08 0.05
H -2.510726 -3.826252 -1.022845 -0.05 -0.08 -0.03
H -2.198226 -2.115752 -2.783345 0.03 -0.01 -0.03
H -2.115526 0.264648 -2.190845 -0.07 -0.02 -0.10



No. 2
85
Properties=species:S:1:pos:R:3:forces:R:3 method="wB97M-V/def2-TZVPD" homo_ha="-0.0576 / -0.0575" de_lowest_kj_mol=239.5 total_charge=-2 lumo_energy_ev="3.065 / 3.064" homo_lumo_gap_ev="4.63 / 4.63"
Pd 0.638254 -1.115515 0.046721 -0.86 -0.98 -0.98
S 3.937554 -4.842115 -0.276279 0.11 -0.13 0.02
Sb 3.461354 -2.594315 -0.228879 1.68 -0.22 0.53
S 1.942954 -2.160715 1.615821 -0.04 -0.21 0.03
S 1.752954 -2.147715 -1.865979 -0.83 1.09 0.88
C 2.837154 0.813785 -3.546579 -0.05 0.11 0.64
Si 3.601254 1.151885 -1.818179 0.75 -0.41 -0.88
C 4.305754 2.938785 -1.874879 -0.53 -0.36 0.25
C 5.207654 0.095485 -1.671379 -0.67 0.23 0.16
Ge 2.006554 0.846385 -0.007079 1.05 0.73 -0.23
Si 3.170154 1.105685 2.117821 0.28 -0.49 0.92
C 1.838354 0.844485 3.467421 0.19 -0.01 -0.54
C 3.895054 2.866685 2.380421 -0.39 -0.36 -0.32
C 4.690354 -0.021615 2.485221 -0.66 0.15 -0.44
Si 0.701454 2.882985 -0.194179 -0.92 0.68 -0.13
C -0.678646 2.893085 1.128121 0.37 -0.25 -0.32
C -0.012746 3.144885 -1.958379 0.34 -0.37 0.41
C 1.624054 4.535885 0.139421 0.15 -0.73 -0.02
H 3.589854 0.621685 -4.306979 0.29 0.05 -0.04
H 2.214654 1.638785 -3.882779 -0.09 0.24 -0.02
H 2.204854 -0.067815 -3.484579 -0.03 -0.08 0.03
H 5.162754 2.993385 -2.537979 0.18 -0.16 -0.20
H 4.629554 3.264185 -0.892179 0.10 0.11 0.26
H 3.567754 3.648385 -2.231079 -0.22 0.20 -0.07
H 6.072254 0.601385 -2.090779 0.09 0.31 -0.21
H 5.088654 -0.856115 -2.184679 -0.03 -0.09 0.04
H 5.417954 -0.119815 -0.625279 0.06 -0.09 0.01
H 1.181154 1.706985 3.543321 -0.08 0.25 -0.01
H 2.251354 0.642985 4.451921 0.21 0.00 0.15
H 1.221354 -0.008815 3.187221 0.01 -0.06 0.05
H 3.141454 3.547785 2.757421 -0.22 0.18 0.08
H 4.281754 3.286885 1.459121 0.14 0.13 -0.24
H 4.706454 2.841185 3.099421 0.19 -0.14 0.20
H 4.426554 -1.069815 2.383721 -0.05 -0.08 -0.06
H 5.063054 0.123585 3.496021 -0.07 0.25 0.25
H 5.506854 0.187785 1.799321 0.15 0.07 -0.16
H -0.926646 1.867285 1.389021 -0.12 -0.12 0.07
H -1.586546 3.389485 0.792921 -0.06 0.08 -0.14
H -0.340246 3.396185 2.030521 0.17 0.08 0.15
H -0.185346 2.184285 -2.434279 -0.07 -0.11 -0.08
H 0.683454 3.705185 -2.578379 0.21 0.13 -0.04
H -0.956046 3.685485 -1.946279 -0.16 0.11 0.15
H 1.970954 4.597185 1.163821 0.08 0.02 0.25
H 0.972454 5.386085 -0.041779 -0.32 0.04 -0.10
H 2.487454 4.639085 -0.505279 0.26 0.08 -0.17
O -1.189546 -1.841115 1.142621 0.54 0.86 -0.07
C -1.838846 -2.923915 0.602021 0.12 -0.28 -0.27
C -2.210446 -3.778415 1.795121 0.21 0.23 0.51
C -2.932646 -4.905615 2.030321 0.07 0.17 -0.28
C -3.038846 -5.178115 3.414221 -0.08 -0.24 0.19
C -2.384746 -4.262215 4.174821 0.21 0.39 0.00
S -1.643146 -3.025015 3.227021 -0.29 -0.68 0.47
C -0.940546 -3.729115 -0.313579 -0.36 -0.48 -0.46
C 0.079554 -4.524915 0.122721 -0.24 0.00 -0.09
C 0.714754 -5.247915 -0.911579 -0.09 -0.17 -0.04
C 0.179254 -4.987315 -2.128779 -0.53 0.25 -0.10
S -1.124146 -3.862215 -2.037879 0.52 -0.33 0.41
C -3.160046 -2.499915 -0.006179 -0.08 0.26 0.01
C -3.880046 -2.865515 -1.100179 0.11 -0.16 -0.01
C -5.094346 -2.149015 -1.230379 -0.24 0.15 -0.04
C -5.289246 -1.269115 -0.219479 0.12 0.03 0.46
S -3.997146 -1.306315 0.918921 -0.23 -0.26 -0.48
H -3.371446 -5.511915 1.254421 -0.06 -0.02 -0.13
H -3.586246 -6.018215 3.813621 -0.02 -0.13 0.09
H -2.286946 -4.244415 5.242721 -0.05 -0.06 0.28
H 0.381454 -4.590715 1.157421 -0.07 0.06 0.03
H 1.546254 -5.906515 -0.736779 0.13 0.01 -0.07
H 0.482954 -5.353415 -3.088679 0.14 -0.13 -0.21
H -3.574946 -3.615215 -1.807979 0.06 -0.05 0.00
H -5.776546 -2.274915 -2.055779 -0.10 0.00 -0.10
H -6.101846 -0.582115 -0.082379 -0.21 0.13 -0.01
N -7.277546 4.390485 -0.987979 0.09 -0.07 -0.01
C -6.342246 3.716485 -1.025379 -1.07 0.77 -0.06
C -5.202046 2.902285 -1.061579 1.08 -0.84 0.00
C -4.660846 2.413385 0.137621 -0.27 0.28 -0.19
C -3.536246 1.630885 0.115521 0.22 0.03 -0.06
C -2.915546 1.277785 -1.098279 -0.55 0.44 0.08
C -3.469946 1.766685 -2.291679 0.22 -0.23 0.02
C -4.586246 2.565985 -2.275679 -0.46 0.28 0.15
C -1.759746 0.484385 -1.067479 0.98 -0.46 -0.54
C -0.712446 -0.148215 -1.046479 -0.54 0.42 0.38
H -5.141946 2.662685 1.076621 0.05 0.01 -0.03
H -3.106246 1.276085 1.039521 0.00 0.00 -0.06
H -3.014346 1.505085 -3.237579 0.08 -0.03 0.05
H -5.004346 2.938285 -3.204179 0.01 0.00 0.05